Entry 1:
203
Properties=species:S:1:pos:R:3:forces:R:3:lowdin_charge:R:1 method="wB97M-V/def2-TZVPD" multiplicity=1 gap_ev=7.60 homo_energy_ev=-7.791 charge=0
C -9.479 43.290 11.988 -0.105 -0.623 -0.619 -0.053
C -10.142 41.902 11.774 0.149 0.159 -0.912 -0.111
N -10.715 41.658 10.308 -0.478 0.236 -0.286 -0.212
C -11.965 42.559 10.088 1.469 -0.704 -0.299 0.040
C -9.571 41.935 9.282 -1.265 0.635 0.107 -0.142
C -10.021 42.014 7.833 -0.288 -0.614 -0.567 -0.068
C -11.140 40.143 10.121 0.505 0.265 2.541 -0.044
C -12.397 39.711 10.929 -0.189 0.330 -0.711 -0.206
O -12.242 39.727 12.347 0.135 -0.234 -0.472 -0.186
C -13.491 39.819 13.037 -0.713 1.002 -0.489 -0.075
H -8.514 43.378 11.489 0.003 -0.202 -0.019 0.071
H -9.276 43.428 13.050 -0.317 -0.040 -0.006 0.090
H -10.089 44.111 11.610 -0.197 -0.023 0.285 0.079
H -10.955 41.732 12.479 -0.070 0.029 -0.333 0.115
H -9.418 41.097 11.902 0.041 0.065 0.054 0.123
H -11.719 43.605 9.907 0.473 -0.102 0.346 0.105
H -12.556 42.468 11.000 -0.299 -0.040 -0.453 0.107
H -12.374 42.204 9.143 -0.632 -0.120 0.471 0.099
H -8.886 41.094 9.389 0.293 0.408 0.305 0.135
H -9.183 42.919 9.546 0.360 -0.419 0.286 0.112
H -10.258 41.013 7.473 -0.278 0.069 -0.173 0.077
H -9.237 42.367 7.164 0.439 -0.043 0.417 0.087
H -10.840 42.690 7.589 -0.164 -0.068 0.466 0.080
H -10.283 39.641 10.569 0.061 -0.219 -0.056 0.125
H -11.186 39.788 9.092 -0.293 0.798 -0.103 0.131
H -12.731 38.745 10.552 0.591 -0.619 0.178 0.132
H -13.242 40.291 10.559 -0.187 0.714 0.517 0.111
H -13.429 39.957 14.116 0.883 -0.183 -0.132 0.092
H -14.201 39.009 12.870 0.344 -0.431 -0.327 0.088
H -13.968 40.729 12.673 -0.345 0.136 0.046 0.087
Cl -14.710 44.971 14.187 -0.456 1.193 2.442 0.566
O -14.778 46.112 15.085 0.467 -0.136 -0.184 -0.394
O -13.452 44.301 14.338 0.886 -0.764 0.215 -0.412
O -15.795 44.104 14.548 -0.265 -0.874 -0.325 -0.388
O -14.815 45.426 12.860 -0.396 0.391 -2.234 -0.375
C -14.511 33.823 8.150 0.687 -0.786 -1.061 -0.106
C -15.128 32.436 7.838 -1.377 1.945 0.748 -0.208
C -16.690 32.695 7.704 1.125 -2.267 1.700 -0.208
C -17.219 32.978 6.421 -0.474 0.831 -2.351 -0.257
N -17.634 33.173 5.357 0.432 -0.149 1.099 0.136
H -13.424 33.753 8.126 0.087 0.243 -0.178 0.065
H -14.760 34.290 9.103 -0.450 -0.481 0.055 0.071
H -14.871 34.467 7.347 0.359 0.391 0.052 0.065
H -14.973 31.763 8.681 -0.078 -0.114 -0.134 0.097
H -14.817 31.947 6.914 0.425 0.313 0.095 0.108
H -17.088 33.342 8.485 0.141 0.119 -0.126 0.122
H -17.014 31.678 7.927 -0.878 0.015 0.139 0.113
C -14.399 35.040 17.719 -0.145 0.621 -0.005 -0.091
C -13.726 36.213 18.510 -1.539 -0.843 -0.241 -0.244
C -12.349 35.899 19.034 1.130 0.596 -0.227 -0.215
C -12.068 34.634 19.709 -0.592 -0.033 0.267 -0.227
N -11.835 33.647 20.251 0.013 0.094 -0.107 0.141
H -15.248 35.357 17.113 0.078 0.496 -0.053 0.060
H -14.861 34.281 18.350 0.512 -0.038 0.350 0.072
H -13.720 34.551 17.020 0.209 -0.018 0.152 0.067
H -14.380 36.526 19.325 -0.072 -0.416 0.304 0.104
H -13.686 37.146 17.950 0.344 -0.236 -0.505 0.102
H -12.040 36.729 19.669 0.090 -0.136 0.331 0.115
H -11.623 35.942 18.222 0.006 -0.050 -0.289 0.113
C -17.917 40.894 10.066 -1.167 -0.768 0.966 -0.079
C -18.792 40.117 11.145 2.021 0.309 -0.947 -0.242
C -19.831 39.154 10.618 -0.428 -1.032 -1.040 -0.203
C -19.555 38.062 9.623 1.632 -0.523 -0.817 -0.217
N -19.312 37.208 8.868 -0.591 1.466 1.322 0.115
H -18.540 41.304 9.271 -0.013 -0.067 -0.060 0.066
H -17.220 40.166 9.651 0.074 0.230 -0.182 0.062
H -17.388 41.728 10.526 0.078 -0.175 0.053 0.066
H -19.272 40.790 11.855 -0.152 0.044 -0.234 0.108
H -18.084 39.529 11.729 0.090 0.063 0.199 0.097
H -20.599 39.716 10.085 -0.593 0.003 0.668 0.116
H -20.142 38.553 11.473 -0.904 0.454 0.086 0.113
C -9.978 36.622 1.142 -0.946 1.145 0.543 -0.120
C -8.594 36.590 1.720 0.760 -0.872 -0.217 -0.259
C -8.393 35.749 3.007 -0.208 -0.106 -0.533 -0.191
C -9.117 36.192 4.176 -2.326 1.228 2.937 -0.244
N -9.743 36.488 5.126 1.772 -0.672 -2.499 0.133
H -10.021 37.289 0.281 0.277 -0.205 -0.254 0.076
H -10.653 37.122 1.837 -0.430 -0.448 0.179 0.071
H -10.333 35.638 0.837 -0.087 0.053 0.216 0.083
H -8.149 37.576 1.858 -0.138 0.025 -0.109 0.110
H -8.083 36.063 0.914 0.974 0.133 0.307 0.105
H -7.352 35.683 3.325 0.146 -0.048 -0.382 0.115
H -8.769 34.740 2.839 0.220 -0.205 -0.167 0.122
C -15.094 38.284 2.232 0.382 -0.260 0.162 -0.102
C -15.489 37.210 3.257 0.847 -0.251 0.171 -0.267
C -15.997 37.780 4.579 -0.428 0.191 -0.589 -0.191
C -14.972 38.595 5.290 -0.677 -0.223 -0.026 -0.214
N -14.192 39.221 5.861 -0.260 -0.278 -0.280 0.123
H -14.157 38.777 2.488 0.106 -0.105 0.233 0.065
H -15.814 39.099 2.151 -0.323 -0.219 -0.046 0.074
H -14.933 37.838 1.251 -0.167 0.038 -0.032 0.068
H -14.655 36.574 3.554 0.445 0.043 -0.494 0.105
H -16.202 36.493 2.850 -0.354 0.318 0.040 0.110
H -16.403 36.975 5.192 0.377 0.087 0.345 0.114
H -16.873 38.354 4.276 0.069 0.647 0.606 0.115
C -1.462 46.314 5.295 -0.463 0.075 0.182 -0.106
C -2.570 45.924 6.305 0.052 0.207 -0.863 -0.265
C -2.223 44.630 7.036 0.090 0.380 -0.041 -0.205
C -3.341 44.148 7.882 -2.083 -0.941 1.663 -0.205
N -4.254 43.808 8.549 2.826 1.070 -2.129 0.122
H -1.380 45.593 4.481 0.117 -0.287 0.181 0.070
H -0.493 46.434 5.780 0.034 -0.100 0.007 0.072
H -1.688 47.252 4.789 -0.118 0.124 0.226 0.069
H -3.476 45.683 5.750 -0.176 0.389 -0.082 0.105
H -2.791 46.763 6.966 0.027 -0.162 0.152 0.112
H -1.303 44.777 7.603 -0.153 -0.207 0.367 0.118
H -1.970 43.946 6.227 -0.216 -0.569 0.339 0.114
C -3.079 38.761 15.390 0.624 -0.743 -0.245 -0.101
C -4.194 38.495 14.369 0.381 1.142 0.738 -0.267
C -3.746 38.526 12.938 0.827 0.033 -0.963 -0.222
C -4.906 38.508 12.039 -2.704 -0.320 -1.686 -0.217
N -5.900 38.520 11.410 2.824 -0.011 1.715 0.120
H -2.554 37.833 15.618 0.041 -0.099 0.114 0.070
H -3.419 39.176 16.339 -0.248 -0.036 -0.177 0.072
H -2.305 39.418 14.994 -0.142 0.260 -0.084 0.072
H -4.827 39.380 14.437 -0.888 -0.574 0.347 0.112
H -4.654 37.521 14.534 -0.539 0.416 0.332 0.117
H -3.031 37.728 12.737 -0.260 -0.294 -0.326 0.124
H -3.190 39.428 12.684 -0.012 0.253 0.208 0.123
C -9.916 34.037 12.240 0.292 -0.067 1.658 -0.101
C -8.972 34.325 13.435 -0.334 0.044 0.028 -0.248
C -9.600 34.065 14.866 -0.048 -0.224 -1.414 -0.152
C -10.289 32.721 14.881 2.374 4.118 0.519 -0.243
N -10.812 31.727 14.924 -1.517 -2.859 -0.035 0.146
H -10.356 33.081 12.527 -0.099 -0.272 -0.934 0.050
H -9.336 34.028 11.318 -0.345 -0.180 -0.006 0.074
H -10.737 34.753 12.209 0.110 0.144 -0.198 0.070
H -8.583 35.338 13.333 -0.095 0.154 0.468 0.095
H -8.095 33.684 13.346 -0.030 -0.169 0.032 0.100
H -10.328 34.828 15.142 -0.209 -0.049 -0.239 0.102
H -8.804 34.178 15.601 -0.107 -0.603 0.123 0.106
C -4.936 40.814 4.487 0.727 -1.131 1.326 -0.088
C -5.788 39.851 5.379 -0.292 1.415 -1.259 -0.263
C -5.015 38.688 5.970 -0.199 0.759 1.040 -0.191
C -4.006 39.189 6.938 -1.164 -1.417 -1.419 -0.231
N -3.218 39.512 7.690 1.024 0.636 0.970 0.145
H -4.187 41.255 5.145 0.201 -0.070 0.307 0.054
H -5.370 41.715 4.052 -0.588 -0.690 -0.458 0.068
H -4.345 40.151 3.855 -0.167 0.541 -0.839 0.070
H -6.612 39.363 4.859 -0.124 0.403 -0.405 0.097
H -6.232 40.501 6.133 -0.074 -0.457 0.426 0.105
H -4.600 37.998 5.235 0.295 0.312 -0.048 0.118
H -5.789 38.132 6.499 0.353 -0.288 0.395 0.115
N -9.938 39.820 18.144 -0.958 -0.297 -0.449 0.003
C -8.868 39.152 18.671 0.254 0.777 -0.145 -0.134
C -8.083 38.765 17.606 0.014 -0.881 1.064 -0.138
C -8.775 39.052 16.435 -0.860 0.484 -0.613 -0.133
C -9.964 39.715 16.771 1.577 -0.532 0.048 -0.114
H -10.662 40.285 18.673 0.091 -0.140 0.026 0.139
H -8.769 39.070 19.743 0.213 0.059 -0.152 0.106
H -7.164 38.198 17.628 -0.030 0.097 0.255 0.088
H -8.367 38.721 15.491 -0.492 0.364 -0.302 0.083
H -10.763 40.092 16.149 0.085 0.101 0.259 0.098
N -9.024 47.983 9.822 0.271 -0.439 -0.019 -0.003
C -9.883 48.236 8.804 -0.027 -0.739 -1.392 -0.124
C -9.363 47.615 7.621 -1.973 1.044 2.172 -0.106
C -8.242 46.940 8.048 1.717 -0.975 0.246 -0.161
C -7.996 47.183 9.393 -0.502 0.047 -0.341 -0.130
H -9.188 48.218 10.790 0.012 0.139 -0.203 0.147
H -10.866 48.599 9.067 0.141 0.453 -0.420 0.103
H -9.821 47.522 6.647 -0.078 0.261 0.178 0.084
H -7.708 46.250 7.411 0.415 0.177 0.131 0.086
H -7.231 46.864 10.085 0.000 -0.017 -0.262 0.103
N -18.529 33.282 12.484 1.859 0.314 0.761 0.016
C -17.786 34.316 13.040 -0.979 0.374 0.075 -0.149
C -16.451 33.996 13.076 -0.535 -0.473 -0.067 -0.111
C -16.353 32.691 12.514 -0.459 -0.337 0.367 -0.120
C -17.630 32.266 12.239 -0.387 -0.208 -1.087 -0.156
H -19.535 33.271 12.391 0.399 -0.113 -0.008 0.146
H -18.345 35.164 13.408 0.323 0.142 -0.005 0.099
H -15.638 34.522 13.553 -0.219 0.258 -0.205 0.087
H -15.466 32.084 12.414 -0.056 0.089 -0.022 0.091
H -17.966 31.362 11.754 0.080 -0.033 0.145 0.102
N -14.322 42.772 18.616 0.168 1.146 -0.959 0.019
C -13.311 43.501 19.192 -0.144 0.981 -0.716 -0.137
C -12.706 42.734 20.120 0.585 0.912 1.410 -0.163
C -13.429 41.578 20.224 -1.438 -3.362 -1.896 -0.136
C -14.381 41.538 19.149 1.393 0.129 2.574 -0.119
H -14.862 43.108 17.832 0.027 -0.044 0.060 0.157
H -13.074 44.543 19.040 -0.440 -0.128 -0.701 0.116
H -11.923 43.063 20.788 0.007 -0.005 -0.105 0.098
H -13.190 40.706 20.814 -0.087 0.074 0.199 0.077
H -15.064 40.758 18.844 0.007 0.278 -0.021 0.099
N -8.856 43.890 2.075 1.070 1.588 1.291 -0.014
C -9.670 44.435 3.016 -1.580 0.497 -0.028 -0.132
C -10.842 43.657 3.048 1.011 2.248 1.555 -0.129
C -10.653 42.596 2.216 1.387 -1.374 -2.062 -0.114
C -9.365 42.757 1.643 -1.742 -1.939 -1.073 -0.155
H -8.000 44.311 1.744 -0.132 -0.243 0.224 0.157
H -9.496 45.409 3.450 0.168 -0.165 -0.014 0.100
H -11.697 43.922 3.652 -0.014 -0.201 -0.079 0.094
H -11.390 41.868 1.911 0.237 -0.188 0.226 0.090
H -8.793 42.199 0.917 -0.390 -0.235 -0.007 0.105
N -11.141 48.564 14.174 0.020 2.001 -0.566 0.014
C -10.109 48.007 14.895 -1.988 -0.268 -0.633 -0.131
C -9.162 48.972 14.971 2.794 -1.000 0.261 -0.158
C -9.475 50.080 14.173 -1.432 0.404 0.903 -0.118
C -10.787 49.863 13.823 -0.098 -0.610 -1.011 -0.143
H -12.013 48.189 13.831 0.169 -0.463 0.584 0.149
H -10.297 46.995 15.222 0.662 0.126 0.360 0.112
H -8.187 48.833 15.414 -0.061 -0.084 0.218 0.089
H -8.896 50.989 14.098 -0.162 -0.076 -0.119 0.091
H -11.480 50.501 13.295 0.007 -0.148 -0.044 0.101

***

Entry 2:
45
Properties=species:S:1:pos:R:3:forces:R:3:lowdin_charge:R:1 method="wB97M-V/def2-TZVPD" multiplicity=1 gap_ev=6.02 homo_energy_ev=-0.956 charge=-2
O 0.138 -2.332 -0.809 -0.405 1.042 1.437 -0.064
C 0.732 -2.142 0.299 1.268 -0.950 0.545 -0.642
O 1.882 -2.604 0.570 -0.242 0.457 -0.567 -0.083
C 0.141 -1.376 1.559 1.420 0.380 1.744 -0.355
C -1.100 -2.009 2.098 -2.161 -1.205 -0.688 -0.780
S -2.248 -1.187 3.217 -0.314 0.980 0.151 0.135
N 0.149 0.134 1.433 1.012 -1.000 1.350 0.022
H 0.829 -1.517 2.528 -0.607 0.078 -2.673 0.156
H -1.716 -2.528 1.354 0.212 0.652 -0.572 0.012
H -0.860 -2.894 2.623 1.190 -0.929 0.822 0.016
H 0.350 0.348 2.465 -0.915 0.557 -2.321 0.108
H -0.753 0.488 1.149 -0.454 -0.098 0.494 0.043
H 1.528 0.420 0.107 1.566 0.200 0.520 0.036
H 2.708 -0.394 -0.294 1.158 -3.579 0.490 -0.053
O 2.431 0.456 -0.356 -3.100 4.029 0.919 -0.083
H 0.852 0.961 -2.579 4.014 -1.715 -6.342 -0.043
H 0.600 0.363 -1.223 -0.436 2.610 -1.900 0.105
O 0.421 1.174 -1.866 -4.023 -0.462 7.417 -0.049
H 3.704 -1.356 -0.898 0.476 -0.127 -1.465 0.033
H 3.182 -0.986 -2.366 1.285 0.398 1.749 0.038
O 3.979 -0.908 -1.736 -0.612 -1.203 -0.729 -0.124
H 1.508 2.841 -1.337 4.081 0.868 1.012 0.105
H 3.040 2.258 -1.122 -1.054 1.014 -0.228 0.042
O 2.540 3.124 -1.096 -2.667 -1.684 -1.377 -0.174
H -3.232 0.886 -0.199 -0.083 -0.144 -0.237 0.011
H -4.442 0.079 -0.837 3.258 2.195 -0.842 0.107
O -3.626 0.725 -1.070 -3.259 -1.156 0.583 -0.138
H -2.172 -1.187 -2.263 0.832 0.799 -0.350 0.043
H -1.675 0.156 -2.829 -0.491 1.278 0.338 0.003
O -1.490 -0.764 -2.838 -0.426 -1.952 0.057 -0.061
H -1.717 2.899 0.774 1.499 -0.731 -0.310 -0.042
H -2.948 3.154 1.617 -1.415 -1.165 2.206 -0.013
O -2.453 3.462 0.914 -0.430 2.188 -1.733 -0.033
H 0.505 2.488 0.605 -0.457 0.291 -0.454 0.045
H -0.192 2.141 -0.674 -0.378 -2.173 -2.174 -0.052
O -0.106 2.834 -0.085 0.587 2.350 3.283 -0.052
H 2.600 2.357 0.684 0.315 -0.168 0.283 -0.034
H 2.267 3.620 1.381 0.479 -0.675 0.316 0.042
O 2.621 2.727 1.583 -0.695 0.950 -0.004 -0.099
H 1.543 -1.829 -2.947 -0.173 -4.103 0.113 -0.007
H 0.537 -0.756 -2.375 2.205 -1.914 -1.843 0.065
O 1.430 -0.938 -2.898 -2.240 4.565 0.753 -0.082
H -2.533 -2.265 -0.242 -0.326 0.588 0.487 0.048
H -3.505 -1.488 0.631 -1.701 0.526 7.286 -0.103
O -3.231 -1.586 -0.183 2.207 -1.861 -7.544 -0.049